w.
The following is a DFT calculation (wB97M-V/def2-TZVPD) of 2 unconnected molecules or ions with the total composition H4NS.

Its orbital gap is 7.556 eV. The value obtained for the LUMO energy is 4.9 eV.

ORCA input file:
```
! RIJCOSX wB97M-V def2-TZVPD def2/J DEFGRID3
* xyz -1 1
N -1.188 0.332 0.900
H -0.339 -0.221 1.078
H -1.504 -0.190 0.073
H -0.720 1.108 0.459
S 1.453 -0.272 -1.726
H 2.298 -0.758 -0.784
*
```

Mulliken atomic charge list, values in e, 5 entries:
1. N -0.780
2. H 0.246
3. H 0.254
4. H 0.257
5. S -0.912

=====

x.
The following is a DFT calculation (wB97M-V/def2-TZVPD) of 2 unconnected molecules or ions with the total composition H4NS.

Its orbital gap is 6.582 eV. The value obtained for the LUMO energy is 4.2 eV.

ORCA input file:
```
! RIJCOSX wB97M-V def2-TZVPD def2/J DEFGRID3
* xyz -1 1
N 2.291 1.612 -0.483
H 1.860 2.022 -1.259
H 2.441 2.388 0.162
H 1.778 0.892 0.041
S -1.342 -1.020 0.312
H -0.641 -0.258 -0.566
*
```

Mulliken atomic charge list, values in e, 5 entries:
1. N -0.681
2. H 0.207
3. H 0.188
4. H 0.279
5. S -0.893

=====

Least stable structure among those shown: x.